Entry 1:
35
Properties=species:S:1:pos:R:3:forces:R:3 method="wB97M-V/def2-TZVPD" total_energy_ha=-2602.00372 s2=6.1528 spin_multiplicity=5 homo_ev="-10.982 / -11.043" charge=+1 gap_ev="5.1 / 5.7"
Mn -0.0984 0.2591 -1.1151 -0.6 0.6 -0.5
I 0.7479 -6.1331 3.0166 -0.6 1.2 -0.9
C 0.1295 -4.5932 1.5798 0.7 -1.2 1.1
C 0.1469 -4.9340 0.2569 -0.5 -0.5 -0.9
C -0.1259 -3.9295 -0.6629 0.3 0.7 -0.6
I 0.0824 -4.4007 -2.6570 -0.1 0.0 -0.6
C -0.3929 -2.5799 -0.3239 0.8 -1.3 1.0
O -0.5717 -1.6376 -1.2254 0.2 2.4 -0.8
C -0.3899 -2.2923 1.0504 -1.1 0.1 -0.6
C -0.9002 -0.9630 1.5459 1.0 -1.3 1.4
N -0.0556 0.1401 1.0940 -0.6 0.6 -1.9
C -0.4621 1.4376 1.6649 1.6 0.1 -0.6
C 0.0559 2.6033 0.8370 -0.4 0.3 0.2
C 0.3118 3.8219 1.4089 0.5 1.4 0.9
C 0.6646 4.9718 0.6533 0.0 -1.8 0.2
C 0.6521 4.7743 -0.7104 -0.3 1.0 -1.4
C 0.3597 3.5523 -1.2524 -0.1 -1.6 -0.3
N 0.1719 2.4698 -0.4701 -0.9 -1.8 -1.8
C -0.1447 -3.2979 1.9594 0.4 -0.5 0.5
H 0.2961 -5.9729 -0.1022 0.1 0.9 0.4
H -0.7592 -1.0864 2.6425 -0.6 0.6 -0.4
H -1.9434 -0.7760 1.3190 -0.1 0.1 -0.2
H 0.8771 -0.0971 1.3714 0.8 0.0 0.1
H -0.0581 1.5465 2.6462 0.3 -0.1 0.9
H -1.5149 1.3969 1.8006 -1.1 0.4 -0.3
H 0.2700 3.8193 2.4886 0.0 0.5 0.1
H 0.9880 5.9192 1.0613 -0.3 -0.1 0.3
H 0.7814 5.5394 -1.4843 0.2 0.1 0.8
H 0.2365 3.3726 -2.3387 0.3 0.1 0.8
H -0.1056 -3.1050 3.0071 -0.2 0.4 0.6
O -0.9368 1.4699 -3.3028 3.0 -1.8 -0.1
N 0.3106 0.7763 -3.4581 -3.6 10.7 8.4
C 0.4562 -0.2539 -3.9344 0.5 -13.1 -6.6
H -0.2664 -0.7174 -4.6713 0.3 0.8 0.5
H 1.1871 -1.1001 -3.6948 0.0 2.0 -0.1

Entry 2:
58
Properties=species:S:1:pos:R:3:forces:R:3 method="wB97M-V/def2-TZVPD" total_energy_ha=-15993.72313 homo_ev=-12.127 charge=+1 gap_ev=7.7
S 4.6095 0.0261 -1.4521 0.0 -0.4 -0.2
C 3.0495 0.8595 -1.2633 0.8 0.2 0.3
C 1.9064 0.1238 -1.0032 0.1 0.3 -0.2
C 0.7128 0.7834 -0.8312 -0.3 -0.9 0.2
N 0.6558 2.1098 -0.9087 0.1 0.3 -0.2
C 1.7448 2.8434 -1.1609 0.3 0.7 -0.4
C 2.9747 2.2579 -1.3526 -0.2 -0.6 -0.1
Br 4.4761 3.3165 -1.6658 -0.2 0.1 0.1
H 5.0808 0.1950 -0.2031 -0.2 0.2 0.0
H 1.9775 -0.9496 -0.9288 -0.2 -0.1 0.1
H -0.1812 0.2233 -0.5982 -0.2 0.3 0.0
H -0.2193 2.6154 -0.7600 0.0 -0.1 0.0
H 1.6517 3.9183 -1.1934 -0.3 0.0 0.0
C 2.8590 2.9393 3.2613 0.0 -0.2 0.3
Cl 1.5116 2.6382 4.3435 0.1 -0.2 -0.1
Cl 4.1789 1.8158 3.5724 0.0 0.0 -0.1
Cl 2.3400 2.8172 1.5660 0.1 0.1 0.5
H 3.2208 3.9468 3.4239 0.0 0.0 0.0
C 2.9724 -2.7827 1.9078 0.1 0.0 0.0
Cl 4.6150 -2.2768 2.2874 0.0 0.0 0.0
Cl 1.8405 -1.4428 2.1188 0.0 0.0 0.1
Cl 2.8806 -3.4152 0.2577 0.0 0.0 0.0
H 2.6890 -3.5746 2.5902 0.0 0.0 0.0
C -2.3328 5.2601 -1.2279 -0.2 0.1 -0.1
Cl -3.7189 5.0872 -2.2857 0.0 0.0 0.0
Cl -2.3453 4.0060 0.0296 0.1 -0.1 -0.1
Cl -0.8306 5.2153 -2.1587 0.1 -0.2 0.0
H -2.3932 6.2240 -0.7354 0.1 0.0 0.0
C 6.0741 -1.5954 -4.6278 0.1 0.0 -0.1
Cl 5.1262 -0.6672 -5.7936 0.0 0.0 0.0
Cl 5.4625 -3.2439 -4.4903 0.0 0.0 0.0
Cl 7.7826 -1.5868 -5.0525 0.0 0.0 0.0
H 5.9628 -1.1187 -3.6642 0.0 0.0 0.0
C -2.2002 9.3127 -1.1851 -0.1 0.0 -0.1
Cl -3.3609 8.7119 0.0027 0.0 0.0 0.0
Cl -0.6718 8.4313 -1.0498 0.0 0.1 0.1
Cl -2.8482 9.1776 -2.8156 0.0 0.0 0.0
H -2.0088 10.3572 -0.9760 0.0 0.0 0.0
C -0.0233 -5.7759 0.9414 -0.1 -0.1 0.0
Cl -1.5893 -5.5157 0.1797 0.1 0.2 -0.2
Cl -0.0166 -5.1209 2.5865 0.1 0.1 0.0
Cl 0.3947 -7.4871 0.9535 0.0 0.0 0.0
H 0.7262 -5.2481 0.3674 0.0 0.0 0.0
C -5.0149 -7.7256 1.8884 0.1 0.1 -0.1
Cl -5.6554 -6.1853 1.3119 0.0 0.0 0.0
Cl -5.4713 -9.0402 0.8018 0.0 0.0 0.1
Cl -3.2628 -7.6418 2.0586 -0.1 -0.2 0.2
H -5.4444 -7.9280 2.8608 0.0 0.0 0.0
C -6.4377 -8.0709 -2.6601 -0.1 0.0 -0.1
Cl -5.4052 -6.9117 -3.5035 0.0 0.0 0.0
Cl -7.8395 -7.2639 -1.9590 0.0 0.0 0.0
Cl -6.9362 -9.3672 -3.7461 0.0 0.0 0.0
H -5.8630 -8.5065 -1.8541 0.0 0.0 0.0
C -1.5015 4.9622 4.8312 0.0 0.1 0.0
Cl 0.1037 5.5784 5.2243 -0.1 0.1 0.0
Cl -2.7278 6.2033 5.0575 0.0 0.0 0.0
Cl -1.5649 4.3391 3.1729 0.1 0.0 0.1
H -1.7152 4.1462 5.5095 0.0 0.0 0.0

Entry 3:
36
Properties=species:S:1:pos:R:3:forces:R:3 method="wB97M-V/def2-TZVPD" smiles="O=[N+]([O-])c1ccccc1.O=[N+]([O-])c1ccccc1.ClCCCl" total_energy_ha=-1872.50183 de_lowest_kcal_mol=179.60 homo_ev=-9.984 gap_ev=9.4
O 2.4551 -2.5906 -2.2678 1.8 -0.8 -0.6
N 1.5460 -2.2433 -1.5718 1.1 -0.9 0.4
O 0.6586 -1.5677 -1.9842 -2.1 1.2 0.2
C 1.5704 -2.6996 -0.1784 -0.6 -0.3 1.6
C 2.6977 -3.0620 0.5364 1.9 0.7 -0.9
C 2.7408 -3.3456 1.9066 -1.7 0.0 -1.2
C 1.5106 -3.3032 2.5698 1.0 -0.4 0.3
C 0.3724 -2.9275 1.8814 -0.3 -0.2 0.5
C 0.4064 -2.6917 0.5389 -1.3 1.2 -0.7
H 3.6188 -2.9576 -0.0177 0.3 -0.4 0.0
H 3.6576 -3.6231 2.4053 0.0 0.1 -0.1
H 1.5348 -3.6175 3.6028 -0.5 0.3 0.2
H -0.6045 -2.7330 2.2988 0.1 -0.4 0.7
H -0.5240 -2.3308 0.1259 0.1 -0.1 -0.5
O -3.7898 -0.7930 3.7560 1.2 1.3 -0.1
N -3.1604 0.2739 3.7210 -0.9 -0.2 -1.1
O -3.1382 1.1255 4.5639 -0.4 0.0 1.9
C -2.4656 0.7202 2.5206 1.7 0.1 -2.2
C -1.8236 1.9763 2.4442 -0.6 0.3 0.9
C -1.1549 2.4201 1.3111 -1.2 -1.5 -1.6
C -1.2230 1.6137 0.1457 0.7 -1.9 1.0
C -1.6626 0.2389 0.2340 -1.2 3.3 0.7
C -2.3369 -0.1051 1.4126 0.5 -1.3 -0.1
H -1.9537 2.6572 3.2723 0.2 -0.1 0.2
H -0.7268 3.4013 1.1682 -0.1 0.1 0.6
H -0.7661 1.9892 -0.7580 -0.2 -0.1 -0.1
H -1.8259 -0.3749 -0.6395 0.6 -0.1 0.0
H -2.6677 -1.1312 1.4768 -0.5 0.0 0.2
Cl 2.8474 4.0323 -4.4990 -0.7 -0.5 -0.6
C 1.4225 2.9434 -4.7584 0.5 -1.2 0.9
C 0.1740 3.4805 -4.1026 -0.3 -0.3 -0.8
Cl 0.4744 3.5273 -2.3424 -0.3 0.6 -0.2
H 1.6159 2.0125 -4.2253 0.5 0.2 0.5
H 1.3533 2.4972 -5.7504 -0.2 1.2 -0.5
H -0.6465 2.7786 -4.2519 0.1 -0.2 0.0
H -0.1866 4.4091 -4.5451 0.4 0.3 0.6